Entry 1:
Below is a cluster of 8 separate species, C48H90F3O20P5 in total, with properties calculated with the ωB97M-V functional and the def2-TZVPD basis.

Properties
Total energy, eV: -146794.4972
SMILES: CCOP(=O)(OCC)OCC.CCOP(=O)(OCC)OCC.CCOP(=O)(OCC)OCC.CCOP(=O)(OCC)OCC.CCOP(=O)(OCC)OCC.Fc1ccccc1.Fc1ccccc1.Fc1ccccc1
Strongest force on any atom, eV/Å: 4.316

Each line ends with the Mulliken charge.
Element x y z (Å)
C -2.320 -2.776 -3.482  -1.625
C -1.875 -1.947 -2.265  0.500
O -2.397 -0.726 -2.069  0.695
P -3.802 -0.469 -1.372  -0.229
O -3.929 0.948 -1.021  -0.833
O -3.851 -1.460 -0.197  0.154
C -5.083 -1.465 0.587  0.179
C -5.318 -2.804 1.295  -1.322
O -4.830 -1.010 -2.425  -0.232
C -5.528 -0.045 -3.103  0.478
C -6.254 -0.718 -4.258  -1.402
H -2.281 -2.100 -4.316  0.293
H -1.645 -3.618 -3.624  0.469
H -3.286 -3.225 -3.263  0.328
H -1.973 -2.505 -1.305  0.069
H -0.808 -1.812 -2.434  0.046
H -5.054 -0.680 1.381  -0.049
H -5.867 -1.231 -0.095  0.427
H -5.154 -3.680 0.732  0.382
H -4.460 -2.814 2.017  0.129
H -6.231 -2.833 1.893  0.406
H -6.331 0.397 -2.426  0.258
H -4.858 0.709 -3.486  -0.255
H -5.603 -1.115 -5.013  0.321
H -6.891 -1.538 -3.822  0.306
H -6.877 0.089 -4.781  0.365
C 2.262 0.036 8.162  -1.321
C 1.010 -0.644 7.662  0.027
O 1.422 -1.792 6.984  -0.291
P 0.367 -2.825 6.363  0.156
O -0.075 -3.839 7.298  -0.823
O -0.700 -1.806 5.781  0.074
C -1.974 -2.398 5.346  0.039
C -2.873 -1.302 4.836  -0.832
O 1.113 -3.309 5.084  0.332
C 2.176 -4.328 5.276  -0.391
C 3.150 -4.085 4.164  -0.645
H 2.096 0.705 8.969  0.434
H 2.877 -0.681 8.641  0.348
H 2.836 0.574 7.385  0.283
H 0.423 -0.944 8.566  0.206
H 0.364 -0.115 6.981  0.255
H -1.691 -3.061 4.534  -0.240
H -2.355 -3.052 6.179  0.422
H -3.257 -0.563 5.507  0.445
H -2.426 -0.835 3.946  0.006
H -3.754 -1.862 4.442  0.315
H 2.687 -4.140 6.213  0.426
H 1.689 -5.283 5.333  0.213
H 3.831 -3.205 4.299  0.270
H 3.687 -5.031 4.089  0.403
H 2.518 -4.010 3.257  -0.126
C -0.063 2.934 -1.684  0.279
C -1.374 2.353 -2.282  0.474
O -1.438 2.869 -3.621  -0.427
P -1.652 1.950 -4.898  1.344
O -2.320 0.630 -4.679  -0.644
O -2.319 2.989 -5.797  -0.444
C -3.673 3.314 -5.530  0.366
C -4.389 3.843 -6.758  -1.368
O -0.194 1.848 -5.562  -0.386
C 0.708 3.012 -5.693  -0.589
C 2.101 2.364 -5.528  -1.080
H 0.691 2.550 -2.389  -0.262
H -0.044 4.017 -1.701  0.291
H 0.126 2.542 -0.681  -0.329
H -1.293 1.227 -2.331  -0.347
H -2.288 2.633 -1.764  0.111
H -4.145 2.439 -5.087  -0.117
H -3.760 4.053 -4.675  0.225
H -4.302 3.117 -7.545  0.360
H -5.413 4.063 -6.459  0.396
H -3.945 4.815 -7.087  0.295
H 0.565 3.435 -6.641  0.568
H 0.483 3.764 -4.948  0.441
H 2.207 1.528 -6.258  0.402
H 2.928 3.037 -5.706  0.381
H 2.195 1.949 -4.518  0.098
C 1.269 -8.660 3.965  -0.690
C 1.824 -8.813 2.535  -0.327
O 1.233 -7.988 1.575  -0.349
P 1.762 -6.583 1.208  0.613
O 2.984 -6.196 1.877  -0.743
O 1.779 -6.659 -0.332  -0.495
C 2.411 -5.580 -1.018  0.190
C 2.985 -6.085 -2.288  -1.495
O 0.598 -5.608 1.590  0.387
C -0.712 -5.702 0.943  -0.187
C -1.900 -5.188 1.781  -0.814
H 1.520 -7.650 4.349  -0.063
H 0.178 -8.729 3.783  0.241
H 1.552 -9.392 4.740  0.412
H 2.879 -8.597 2.575  0.349
H 1.665 -9.820 2.226  0.348
H 1.718 -4.726 -1.122  0.088
H 3.285 -5.336 -0.383  0.310
H 3.676 -6.894 -2.076  0.344
H 2.196 -6.588 -2.856  0.336
H 3.451 -5.270 -2.831  0.388
H -0.563 -5.093 0.050  0.082
H -0.807 -6.768 0.627  0.440
H -1.660 -4.248 2.255  -0.153
H -2.724 -5.115 1.043  0.342
H -2.171 -5.986 2.491  0.438
C 3.917 6.444 -5.773  -1.343
C 2.732 5.993 -4.915  1.179
O 2.924 6.324 -3.517  -0.502
P 3.415 5.279 -2.455  0.854
O 3.306 3.923 -2.888  -0.435
O 2.510 5.737 -1.268  -0.308
C 2.518 4.915 -0.034  0.207
C 1.536 5.434 1.007  -1.383
O 4.921 5.567 -2.064  -0.282
C 5.391 6.882 -1.865  -0.001
C 6.646 6.930 -1.051  -1.352
H 4.519 7.162 -5.233  0.275
H 4.534 5.561 -5.972  0.345
H 3.662 6.946 -6.678  0.411
H 1.766 6.505 -5.137  0.370
H 2.576 4.956 -5.005  -1.031
H 2.388 3.839 -0.298  0.025
H 3.580 5.109 0.289  0.397
H 0.498 5.462 0.585  0.246
H 1.505 4.737 1.828  0.339
H 1.846 6.457 1.248  0.428
H 5.558 7.322 -2.859  0.149
H 4.625 7.539 -1.359  0.299
H 7.380 6.323 -1.522  0.332
H 6.908 7.978 -1.060  0.398
H 6.441 6.540 -0.067  0.315
F 6.081 0.065 0.321  -0.365
C 4.871 -0.018 -0.268  0.725
C 3.999 -1.085 -0.016  -1.025
C 2.831 -1.115 -0.699  0.284
C 2.524 -0.238 -1.695  -0.677
C 3.366 0.848 -1.867  0.358
C 4.574 0.948 -1.187  -1.056
H 4.224 -1.881 0.707  0.527
H 2.226 -2.038 -0.463  0.141
H 1.609 -0.322 -2.328  0.384
H 3.048 1.636 -2.556  0.206
H 5.301 1.773 -1.366  0.442
F 1.501 2.285 2.170  -0.350
C 0.710 1.131 2.059  0.068
C -0.522 1.281 1.438  -0.022
C -1.241 0.150 1.127  0.266
C -0.696 -1.091 1.441  -0.378
C 0.535 -1.267 2.119  -0.236
C 1.243 -0.089 2.434  -1.183
H -0.860 2.295 1.191  0.988
H -2.220 0.240 0.645  -0.173
H -1.240 -1.937 1.093  0.012
H 0.851 -2.214 2.400  0.759
H 2.115 -0.147 3.126  0.449
F -4.579 0.987 3.090  -0.384
C -4.039 2.249 2.826  0.609
C -4.181 2.711 1.526  0.162
C -3.800 4.025 1.302  -0.526
C -3.193 4.726 2.284  -0.561
C -3.031 4.178 3.566  -0.444
C -3.369 2.836 3.870  -0.554
H -4.509 2.040 0.740  0.319
H -3.883 4.444 0.279  0.339
H -2.878 5.809 2.207  0.344
H -2.558 4.774 4.369  0.328
H -3.131 2.369 4.846  0.414

***

Entry 2:
Below is a cluster of 11 separate species, C48H92N6O20 in total, with properties calculated with the ωB97M-V functional and the def2-TZVPD basis.

Properties
Total energy, eV: -101153.0683
Strongest force on any atom, eV/Å: 4.902

Each line ends with the Mulliken charge.
Element x y z (Å)
C -11.245 -13.742 -26.449  -1.179
C -10.422 -12.732 -25.590  -0.785
C -8.998 -13.118 -25.235  -0.859
C -8.890 -14.275 -24.236  -0.734
N -7.483 -14.800 -24.021  1.133
C -7.440 -15.835 -22.898  0.515
C -6.974 -17.099 -23.668  -0.406
C -6.072 -16.634 -24.768  -0.776
C -6.936 -15.484 -25.321  -0.755
C -6.483 -13.695 -23.637  -1.263
C -6.786 -12.981 -22.312  0.398
C -5.644 -12.078 -21.881  -1.610
H -12.168 -13.264 -26.778  0.408
H -11.562 -14.657 -25.949  0.280
H -10.614 -13.928 -27.317  0.296
H -10.988 -12.285 -24.773  0.432
H -10.277 -11.911 -26.298  0.357
H -8.471 -12.248 -24.834  0.242
H -8.355 -13.319 -26.098  0.512
H -9.406 -15.160 -24.611  0.548
H -9.271 -14.017 -23.249  0.418
H -6.715 -15.581 -22.128  -0.767
H -8.439 -15.939 -22.484  -0.135
H -6.499 -17.865 -23.058  0.435
H -7.881 -17.524 -24.104  0.298
H -5.051 -16.381 -24.493  0.359
H -6.064 -17.301 -25.633  0.426
H -6.331 -14.720 -25.807  0.312
H -7.781 -15.777 -25.939  0.511
H -6.570 -13.005 -24.479  0.752
H -5.456 -14.053 -23.715  0.450
H -7.084 -13.598 -21.464  -0.112
H -7.642 -12.314 -22.461  0.357
H -4.807 -12.720 -21.603  0.244
H -5.912 -11.532 -20.978  0.374
H -5.305 -11.387 -22.652  0.432
C -12.035 -22.838 -14.188  -1.200
C -11.431 -22.221 -15.483  -0.726
C -10.917 -20.782 -15.316  -0.260
C -9.911 -20.424 -14.207  -1.158
N -9.457 -18.950 -14.241  1.086
C -8.534 -18.659 -13.067  -0.620
C -9.346 -17.814 -12.105  -1.004
C -10.324 -17.044 -12.981  0.093
C -10.691 -18.078 -14.002  -0.487
C -8.626 -18.613 -15.532  -0.421
C -7.374 -19.467 -15.667  -0.370
C -6.488 -18.842 -16.727  -1.150
H -11.374 -23.072 -13.352  0.275
H -12.586 -23.750 -14.422  0.395
H -12.775 -22.148 -13.772  0.317
H -12.166 -22.265 -16.290  0.371
H -10.755 -22.926 -15.978  0.437
H -11.816 -20.213 -15.079  0.361
H -10.544 -20.434 -16.279  0.078
H -8.982 -20.989 -14.124  0.490
H -10.394 -20.547 -13.235  0.602
H -7.606 -18.136 -13.313  0.295
H -8.125 -19.564 -12.616  0.392
H -8.681 -17.111 -11.607  0.484
H -9.817 -18.527 -11.424  0.338
H -9.785 -16.176 -13.362  -0.396
H -11.164 -16.636 -12.421  0.546
H -10.998 -17.648 -14.953  -0.044
H -11.497 -18.713 -13.638  0.596
H -8.323 -17.596 -15.280  -0.325
H -9.265 -18.568 -16.413  1.034
H -7.630 -20.472 -16.010  0.282
H -6.793 -19.549 -14.748  0.342
H -6.967 -18.676 -17.697  -0.019
H -5.659 -19.514 -16.947  0.554
H -6.182 -17.817 -16.514  0.134
C -8.743 -13.629 -18.203  -1.686
C -8.232 -14.232 -16.913  0.741
C -9.189 -14.681 -15.818  -1.284
O -9.993 -15.841 -16.034  0.338
C -11.120 -15.461 -16.836  0.098
N -7.244 -15.314 -17.299  0.904
H -6.500 -15.423 -16.598  0.543
H -7.763 -16.196 -17.350  -0.587
H -6.887 -15.067 -18.235  -0.196
H -9.467 -12.822 -18.077  0.497
H -9.268 -14.334 -18.859  -0.128
H -7.972 -13.256 -18.880  0.589
H -7.499 -13.540 -16.492  0.461
H -9.793 -13.868 -15.406  0.463
H -8.528 -14.870 -14.966  0.412
H -11.569 -16.430 -17.085  0.123
H -11.078 -14.908 -17.772  -0.578
H -11.884 -15.070 -16.156  0.149
C -14.710 -13.973 -17.317  -0.935
C -15.159 -12.513 -17.161  0.730
C -16.589 -12.227 -16.687  -1.043
O -16.906 -12.367 -15.318  -0.387
C -17.008 -13.724 -14.851  -0.458
N -14.125 -11.770 -16.397  0.186
H -13.900 -11.985 -15.418  0.411
H -13.190 -11.848 -16.832  0.018
H -14.383 -10.790 -16.503  0.474
H -15.464 -14.665 -17.700  0.379
H -14.466 -14.383 -16.334  0.145
H -13.836 -14.072 -17.960  -0.007
H -15.118 -12.115 -18.177  0.150
H -17.289 -12.867 -17.233  0.400
H -16.768 -11.182 -16.946  0.421
H -17.590 -14.273 -15.600  0.251
H -17.553 -13.879 -13.923  0.284
H -15.998 -14.123 -14.768  0.090
C -21.358 -15.947 -21.795  -0.905
N -19.880 -15.907 -21.864  0.058
C -19.227 -15.274 -22.846  -0.034
C -17.858 -15.174 -22.856  -0.586
C -17.098 -15.663 -21.806  0.337
C -17.812 -16.387 -20.835  -0.601
C -19.170 -16.520 -20.862  -0.499
C -15.634 -15.487 -21.701  0.956
C -15.145 -14.152 -21.559  -0.768
C -13.823 -13.978 -21.271  -0.660
N -12.986 -15.063 -21.291  0.335
C -13.428 -16.335 -21.388  -0.496
C -14.767 -16.516 -21.607  -0.437
C -11.628 -14.916 -20.799  -1.457
H -21.703 -15.638 -20.811  0.347
H -21.692 -16.985 -21.856  0.389
H -21.869 -15.458 -22.618  0.308
H -19.747 -14.814 -23.674  0.386
H -17.395 -14.512 -23.576  0.473
H -17.256 -16.764 -19.986  0.572
H -19.710 -16.972 -20.044  0.455
H -15.791 -13.292 -21.658  0.591
H -13.313 -13.038 -21.098  0.561
H -12.692 -17.115 -21.197  0.540
H -15.045 -17.557 -21.727  0.517
H -10.961 -15.538 -21.400  0.636
H -11.525 -15.414 -19.833  0.263
H -11.336 -13.867 -20.811  0.431
O -4.321 -15.282 -21.118  -0.570
C -5.260 -15.527 -20.101  0.637
O -5.742 -14.478 -19.601  -0.860
O -5.519 -16.688 -19.751  -0.751
H -4.310 -14.334 -20.887  0.297
O -14.077 -17.766 -18.618  -0.099
C -13.112 -18.687 -18.333  0.554
O -12.448 -19.034 -19.353  -0.648
O -13.084 -19.221 -17.221  -0.827
H -14.619 -17.628 -17.830  0.144
O -4.700 -15.024 -12.946  -0.556
C -5.517 -15.232 -14.002  0.677
O -5.893 -16.426 -14.239  -0.718
O -5.790 -14.272 -14.767  -0.705
H -4.953 -15.906 -12.582  0.333
O -13.116 -14.302 -12.280  -0.526
C -12.308 -13.667 -13.148  0.544
O -11.141 -13.425 -12.803  -0.705
O -12.820 -13.300 -14.257  -0.576
H -13.900 -14.475 -12.819  0.296
O -12.028 -9.666 -18.992  -0.560
C -11.706 -10.970 -19.330  0.422
O -12.289 -11.947 -18.804  -0.327
O -10.709 -11.056 -20.090  -0.741
H -11.169 -9.343 -19.328  0.334
O -7.616 -18.337 -20.480  -0.549
C -8.822 -18.312 -19.845  0.131
O -8.899 -17.490 -18.885  -0.316
O -9.697 -19.165 -20.073  -0.671
H -7.290 -17.517 -20.054  0.225

***

Number 1: LUMO energy 0.55 eV. Number 2: LUMO energy -3.96 eV.